one) Density functional theory data (the ωB97M-V functional and the def2-TZVPD basis) for a cluster of 11 separate species, C44H88O33 in total.

The geometry in XYZ format:
```
165
Properties=species:S:1:pos:R:3:mulliken_charge:R:1
C 13.584 11.396 19.821 -0.723
C 12.748 12.402 20.479 -0.398
O 11.782 11.825 21.400 -0.305
C 10.856 12.705 21.876 0.691
O 10.768 13.790 21.405 -0.516
O 10.191 12.189 22.920 -0.314
C 9.329 13.172 23.504 -0.625
H 14.313 11.875 19.194 0.107
H 12.958 10.742 19.221 0.405
H 14.099 10.790 20.543 0.230
H 12.211 12.968 19.699 0.300
H 13.183 13.147 21.112 0.357
H 8.441 13.337 22.865 0.269
H 9.878 14.119 23.642 0.304
H 9.073 12.836 24.520 0.235
C 20.170 9.410 15.393 -1.045
C 18.714 8.959 15.662 0.514
O 17.892 9.399 14.642 0.012
C 16.627 8.939 14.786 0.471
O 16.204 8.134 15.591 -0.576
O 15.885 9.571 13.804 -0.032
C 14.582 9.251 13.862 -0.970
H 20.900 8.952 16.041 0.481
H 20.268 10.497 15.543 -0.254
H 20.463 9.157 14.363 0.363
H 18.344 9.284 16.627 -0.612
H 18.634 7.853 15.703 0.649
H 14.020 9.692 14.668 0.363
H 14.383 8.184 13.909 0.460
H 13.968 9.605 13.016 0.186
C 18.188 13.597 23.982 -1.364
C 19.087 14.069 22.879 0.592
O 18.312 14.934 22.080 -0.328
C 18.828 15.399 20.909 0.709
O 18.172 16.010 20.173 -0.521
O 20.165 15.181 20.860 -0.359
C 20.834 15.509 19.639 -0.581
H 18.677 12.886 24.654 0.335
H 17.329 13.197 23.501 0.241
H 17.993 14.495 24.556 0.418
H 19.458 13.263 22.265 -0.188
H 19.927 14.627 23.353 0.294
H 20.620 14.709 18.899 0.014
H 21.899 15.462 19.806 0.409
H 20.611 16.484 19.248 0.355
C 21.384 11.279 20.247 -0.996
C 20.904 10.007 19.532 1.081
O 21.715 8.885 20.032 -0.401
C 21.949 7.895 19.172 0.716
O 21.620 7.789 18.008 -0.503
O 22.647 6.893 19.744 -0.362
C 23.139 6.939 21.041 -0.623
H 22.466 11.342 20.259 0.538
H 21.044 11.356 21.268 0.193
H 20.964 12.122 19.700 -0.064
H 21.085 10.033 18.473 0.051
H 19.871 9.767 19.768 -0.419
H 22.352 6.861 21.801 0.242
H 23.768 7.802 21.271 0.275
H 23.719 6.016 21.175 0.265
C 16.406 8.043 18.862 -0.893
C 16.500 8.313 20.357 -0.437
O 17.222 9.596 20.393 0.226
C 17.662 10.114 21.504 0.246
O 18.145 11.180 21.606 -0.262
O 17.508 9.259 22.488 -0.400
C 17.950 9.705 23.820 -0.715
H 17.388 8.115 18.425 0.049
H 15.843 8.861 18.420 0.179
H 16.002 7.084 18.626 0.604
H 17.079 7.577 20.889 0.380
H 15.563 8.540 20.839 0.295
H 18.962 10.124 23.787 0.275
H 17.977 8.720 24.343 0.281
H 17.269 10.426 24.254 0.264
C 17.433 15.613 11.261 -0.391
C 16.911 16.610 12.220 -0.561
O 16.921 16.020 13.512 0.257
C 16.696 16.888 14.519 0.297
O 16.430 18.034 14.439 -0.612
O 16.895 16.214 15.676 -0.136
C 16.773 16.984 16.850 -0.992
H 16.793 14.716 11.184 -0.044
H 18.466 15.352 11.429 -0.165
H 17.406 16.032 10.281 0.585
H 15.925 17.015 11.961 0.441
H 17.537 17.526 12.268 0.327
H 16.780 18.036 16.546 0.508
H 17.635 16.830 17.489 0.264
H 15.852 16.794 17.379 0.257
C 24.563 10.674 13.172 -1.338
C 23.155 10.934 12.695 0.168
O 22.351 11.149 13.906 -0.021
C 22.319 12.313 14.538 0.373
O 21.712 12.471 15.531 -0.352
O 23.117 13.214 13.888 -0.433
C 23.250 14.523 14.637 0.140
H 25.175 10.190 12.382 0.401
H 24.541 9.912 13.954 0.317
H 25.158 11.518 13.485 0.291
H 22.609 10.066 12.291 0.264
H 22.998 11.830 12.041 0.066
H 24.191 14.555 15.189 0.358
H 22.408 14.520 15.360 -0.187
H 23.059 15.311 13.911 -0.151
C 17.054 13.351 18.686 -0.262
C 18.123 12.387 18.309 0.991
O 18.368 12.252 16.922 0.511
C 18.963 13.266 16.227 -0.338
O 19.410 14.248 16.738 -0.252
O 18.965 12.956 14.911 1.287
C 19.625 13.847 14.029 1.067
H 16.120 13.069 18.175 -0.249
H 17.278 14.415 18.584 -0.256
H 16.856 13.223 19.757 0.351
H 17.897 11.359 18.618 -0.285
H 19.081 12.687 18.716 -0.627
H 20.306 13.243 13.399 -0.457
H 20.265 14.574 14.597 -0.911
H 18.889 14.395 13.429 -0.330
C 12.509 13.352 10.553 -1.122
C 13.340 12.133 11.006 -0.187
O 13.396 12.155 12.414 -0.386
C 14.534 12.597 12.936 0.486
O 15.461 13.023 12.272 -0.405
O 14.570 12.425 14.250 -0.358
C 15.847 12.711 14.798 0.935
H 13.108 14.274 10.777 0.217
H 11.600 13.402 11.162 0.304
H 12.220 13.321 9.521 0.400
H 14.389 12.065 10.675 0.306
H 12.788 11.202 10.760 0.291
H 16.571 11.968 14.483 -0.297
H 15.710 12.555 15.905 -0.229
H 16.251 13.699 14.540 -0.124
C 20.337 17.132 15.652 -0.355
C 19.654 17.656 14.411 0.507
O 20.566 18.428 13.577 -0.450
C 21.321 17.706 12.763 0.574
O 21.129 16.480 12.527 -0.288
O 22.326 18.420 12.268 -0.400
C 23.136 17.698 11.373 -0.500
H 20.518 17.980 16.291 0.503
H 21.227 16.526 15.508 -0.011
H 19.590 16.490 16.117 -0.362
H 18.808 18.294 14.606 0.398
H 19.254 16.825 13.797 -0.412
H 23.112 18.243 10.403 0.283
H 22.879 16.654 11.281 0.108
H 24.175 17.737 11.725 0.270
C 21.099 14.128 10.283 -0.096
C 20.494 13.184 9.298 -0.402
O 20.915 11.849 9.428 -0.372
C 20.210 10.993 10.205 0.429
O 20.513 9.852 10.298 -0.564
O 19.229 11.625 10.871 -0.105
C 18.668 10.889 11.946 -0.130
H 21.096 13.723 11.321 -0.375
H 20.620 15.109 10.354 0.311
H 22.182 14.267 10.027 0.291
H 20.686 13.535 8.294 0.390
H 19.397 13.199 9.341 0.249
H 19.324 10.736 12.811 -0.103
H 18.334 9.932 11.541 0.715
H 17.805 11.462 12.266 -0.244
```

**HOMO level**: -10.46 eV
**Gap between HOMO and LUMO**: 0.39963 hartree
**LUMO**: 0.42 eV

two) Density functional theory data (the ωB97M-V functional and the def2-TZVPD basis) for a cluster of 11 separate species, C44H88O33 in total.

The geometry in XYZ format:
```
165
Properties=species:S:1:pos:R:3:mulliken_charge:R:1
C 2.404 0.689 -0.417 -1.250
C 1.395 0.673 0.756 -0.005
O 0.122 0.312 0.308 0.148
C -0.938 0.543 1.023 0.531
O -0.900 1.084 2.118 -0.534
O -1.973 0.419 0.163 -0.020
C -3.277 0.850 0.619 -0.888
H 3.391 1.005 -0.078 0.586
H 2.063 1.453 -1.116 0.171
H 2.776 -0.204 -0.920 0.165
H 1.397 1.648 1.242 -0.063
H 1.724 -0.063 1.490 0.204
H -3.143 1.850 1.032 0.418
H -3.556 0.157 1.412 0.221
H -3.972 0.884 -0.220 0.261
C 1.413 1.370 -3.716 -0.389
C 1.686 0.091 -4.413 -0.537
O 2.506 0.343 -5.543 -0.399
C 2.951 -0.703 -6.248 0.820
O 3.002 -1.850 -5.815 -0.618
O 3.357 -0.372 -7.496 -0.350
C 3.909 -1.344 -8.342 -0.646
H 2.373 1.717 -3.333 0.326
H 0.763 1.082 -2.890 -0.317
H 0.968 2.088 -4.405 0.401
H 0.749 -0.266 -4.841 0.660
H 2.165 -0.682 -3.812 0.315
H 4.960 -1.280 -8.059 0.277
H 3.706 -1.105 -9.386 0.225
H 3.602 -2.363 -8.106 0.314
C 6.971 -3.161 1.246 -1.125
C 6.064 -1.859 1.103 0.445
O 4.950 -1.977 1.960 -0.369
C 3.735 -2.392 1.494 0.830
O 3.503 -2.649 0.348 -0.543
O 2.903 -2.359 2.539 -0.377
C 1.542 -2.877 2.454 -0.198
H 6.540 -4.154 1.117 0.336
H 7.461 -3.169 2.219 0.331
H 7.666 -3.021 0.417 0.314
H 5.862 -1.536 0.081 -0.267
H 6.658 -1.093 1.600 0.283
H 0.993 -2.121 1.893 0.045
H 1.104 -2.977 3.447 0.094
H 1.564 -3.847 1.957 0.327
C -5.741 1.079 -3.491 -1.226
C -5.117 1.289 -4.930 0.077
O -6.034 0.908 -5.937 -0.359
C -6.153 -0.386 -6.376 0.657
O -5.549 -1.392 -6.074 -0.543
O -7.242 -0.443 -7.265 -0.316
C -7.544 -1.628 -7.924 -0.711
H -6.786 1.368 -3.603 0.405
H -5.340 1.637 -2.645 0.348
H -5.833 0.035 -3.190 0.296
H -4.117 0.887 -5.092 0.353
H -5.049 2.358 -5.131 0.096
H -6.957 -1.781 -8.829 0.294
H -8.597 -1.685 -8.200 0.272
H -7.352 -2.567 -7.405 0.323
C 0.207 3.100 5.160 -1.314
C -1.259 2.688 5.123 0.463
O -1.826 3.210 6.301 -0.330
C -3.003 3.834 6.171 0.774
O -3.603 4.060 5.129 -0.626
O -3.449 4.113 7.430 -0.316
C -4.690 4.858 7.577 -0.758
H 0.794 2.689 5.982 0.367
H 0.259 4.188 5.176 0.378
H 0.683 2.683 4.272 0.245
H -1.433 1.615 5.200 -0.249
H -1.625 3.010 4.148 0.353
H -5.166 4.608 8.526 0.271
H -5.484 4.689 6.850 0.320
H -4.484 5.928 7.580 0.330
C 1.832 -8.328 -3.148 -1.166
C 0.866 -7.223 -3.611 -0.232
O 1.109 -6.105 -2.697 -0.241
C 0.309 -5.072 -2.777 0.597
O -0.554 -4.855 -3.626 -0.596
O 0.661 -4.220 -1.779 -0.138
C 0.089 -2.915 -1.696 -0.472
H 1.608 -9.273 -3.642 0.365
H 1.857 -8.395 -2.060 0.309
H 2.824 -7.917 -3.331 0.308
H -0.148 -7.616 -3.537 0.310
H 1.058 -6.894 -4.632 0.314
H -0.990 -3.068 -1.702 0.413
H 0.231 -2.327 -2.603 0.236
H 0.368 -2.312 -0.832 -0.023
C -5.736 0.531 3.571 -1.403
C -4.613 0.854 4.610 0.815
O -5.166 1.046 5.962 -0.344
C -4.513 0.569 6.986 0.918
O -3.542 -0.160 6.952 -0.581
O -5.069 1.121 8.164 -0.347
C -4.456 0.907 9.433 -0.756
H -6.680 0.916 3.957 0.428
H -5.991 -0.518 3.424 0.274
H -5.513 0.824 2.545 0.284
H -4.068 1.706 4.205 0.048
H -3.871 0.055 4.641 -0.191
H -3.963 1.801 9.816 0.270
H -3.899 -0.017 9.589 0.305
H -5.256 0.824 10.169 0.325
C 8.829 -3.361 -5.961 -1.125
C 8.845 -2.560 -4.640 -0.225
O 7.572 -1.880 -4.535 -0.301
C 7.034 -1.555 -3.420 0.719
O 7.483 -1.827 -2.271 -0.637
O 5.840 -0.917 -3.621 -0.287
C 5.102 -0.324 -2.546 -0.324
H 7.873 -3.871 -6.078 0.301
H 9.583 -4.092 -6.254 0.377
H 8.884 -2.669 -6.801 0.284
H 9.698 -1.883 -4.585 0.284
H 8.842 -3.214 -3.768 0.316
H 4.341 0.284 -3.035 -0.001
H 5.774 0.320 -1.980 0.441
H 4.649 -1.084 -1.909 0.146
C 3.070 4.097 1.972 -0.520
C 3.328 5.073 3.151 -0.447
O 3.272 4.466 4.430 -0.152
C 3.633 5.139 5.520 0.683
O 4.131 6.279 5.582 -0.594
O 3.344 4.312 6.602 -0.257
C 3.558 4.843 7.845 -0.741
H 2.308 3.400 2.320 -0.246
H 3.960 3.551 1.659 0.348
H 2.666 4.629 1.111 0.385
H 2.518 5.803 3.153 0.300
H 4.277 5.582 2.982 0.381
H 2.638 4.831 8.430 0.252
H 3.933 5.865 7.908 0.349
H 4.190 4.145 8.394 0.271
C -4.949 -3.935 1.673 -1.003
C -3.686 -4.475 2.271 -0.220
O -2.634 -3.472 2.403 -0.247
C -2.564 -2.648 3.381 0.610
O -3.395 -2.499 4.288 -0.633
O -1.301 -2.081 3.398 -0.028
C -0.937 -1.113 4.361 -0.438
H -4.706 -3.199 0.907 0.241
H -5.379 -3.375 2.503 0.231
H -5.571 -4.786 1.397 0.393
H -3.369 -5.228 1.550 0.290
H -3.780 -4.859 3.287 0.314
H -1.025 -1.536 5.362 0.606
H -1.674 -0.311 4.318 -0.350
H 0.002 -0.596 4.163 0.249
C -1.008 3.238 -1.360 -0.840
C -2.323 3.077 -2.160 0.037
O -1.958 2.826 -3.464 -0.024
C -2.513 3.635 -4.415 0.593
O -3.275 4.605 -4.302 -0.630
O -2.060 3.194 -5.605 -0.211
C -2.383 3.953 -6.743 -0.733
H -0.588 2.253 -1.159 -0.344
H -1.129 3.842 -0.460 0.513
H -0.246 3.855 -1.836 0.466
H -2.916 3.973 -1.974 0.427
H -2.926 2.222 -1.855 -0.162
H -1.946 4.950 -6.787 0.298
H -3.450 3.924 -6.965 0.290
H -1.915 3.456 -7.593 0.270
```

**HOMO level**: -10.42 eV
**Gap between HOMO and LUMO**: 0.39769 hartree
**LUMO**: 0.40 eV

Relative energies, in hartree, with the most stable structure set to zero: one) 0.0000; two) 0.1277.

one) Density functional theory data (the ωB97M-V functional and the def2-TZVPD basis) for an isolated molecule of C5H4O.

The geometry in XYZ format:
```
10
Properties=species:S:1:pos:R:3:mulliken_charge:R:1
C -2.766 -0.152 0.048 0.170
C -1.655 0.329 -0.072 -0.295
C -0.236 0.751 -0.076 0.320
O 0.169 1.892 -0.028 -0.510
C 0.709 -0.441 -0.077 -0.286
C 2.020 -0.197 0.064 -0.533
H -3.802 -0.485 0.188 0.379
H 0.320 -1.484 -0.259 0.264
H 2.760 -1.025 -0.054 0.242
H 2.479 0.812 0.265 0.248
```

**HOMO level**: -10.53 eV
**Gap between HOMO and LUMO**: 0.37339 hartree
**LUMO**: -0.37 eV

two) Density functional theory data (the ωB97M-V functional and the def2-TZVPD basis) for an isolated molecule of C5H4O.

The geometry in XYZ format:
```
10
Properties=species:S:1:pos:R:3:mulliken_charge:R:1
O -2.288 -0.047 -0.848 -0.508
C -1.365 -0.700 -0.009 -0.569
C 0.010 -0.221 -0.124 0.537
C 1.155 0.212 -0.125 0.302
C 2.600 0.692 -0.856 -0.679
C 2.423 0.700 0.431 -0.289
H -2.139 0.905 -0.772 0.331
H -1.438 -1.767 -0.238 0.272
H -1.608 -0.579 1.063 0.246
H 2.649 0.807 1.477 0.355
```

**HOMO level**: -9.35 eV
**Gap between HOMO and LUMO**: 0.33957 hartree
**LUMO**: -0.11 eV

three) Density functional theory data (the ωB97M-V functional and the def2-TZVPD basis) for an isolated molecule of C5H4O.

The geometry in XYZ format:
```
10
Properties=species:S:1:pos:R:3:mulliken_charge:R:1
C 0.039 -0.355 -0.724 0.218
C -0.734 0.011 0.533 -0.259
C 1.215 0.370 -0.436 -0.262
C -0.416 -1.306 -1.927 -0.447
C 0.008 0.870 1.394 -0.341
O 1.185 1.034 0.715 -0.301
H -1.298 -1.887 -1.659 0.181
H -1.771 -0.257 0.804 0.315
H 2.052 0.400 -1.057 0.467
H -0.279 1.121 2.358 0.428
```

**HOMO level (spin up / spin down)**: -8.76 / -8.92 eV
**Gap between HOMO and LUMO (spin up / spin down)**: 0.29068 / 0.29486 hartree
**LUMO (spin up / spin down)**: -0.85 / -0.89 eV

Relative energies, in hartree, with the most stable structure set to zero: one) 0.0000; two) 0.1126; three) 0.0978.

one) Density functional theory data (the ωB97M-V functional and the def2-TZVPD basis) for the ion C4H7N2 with charge +1.

The geometry in XYZ format:
```
13
Properties=species:S:1:pos:R:3:mulliken_charge:R:1
C -0.430 -1.496 -0.322 -0.680
C 0.554 -1.071 0.543 -0.154
C 0.520 0.903 -0.569 0.216
C -0.771 0.411 -1.006 -0.317
N 1.152 0.083 0.446 -0.210
N -0.932 1.258 0.134 -0.268
H -0.356 -1.676 -1.429 0.298
H -1.131 -2.130 0.099 0.350
H 0.935 -1.587 1.442 0.435
H 0.899 1.681 -1.191 0.433
H 2.000 0.599 0.776 0.263
H -0.915 0.908 1.163 0.320
H -1.524 2.117 -0.085 0.314
```

**HOMO level (spin up / spin down)**: -11.55 / -14.23 eV
**Multiplicity**: 3
**Gap between HOMO and LUMO (spin up / spin down)**: 0.30207 / 0.27837 hartree
**LUMO (spin up / spin down)**: -3.33 / -6.65 eV
**Net charge**: +1

two) Density functional theory data (the ωB97M-V functional and the def2-TZVPD basis) for the ion C4H7N2 with charge +1.

The geometry in XYZ format:
```
13
Properties=species:S:1:pos:R:3:mulliken_charge:R:1
C -2.173 0.132 0.034 0.166
C -0.194 -0.763 -0.027 -0.186
C 0.525 0.370 -0.074 0.084
C 2.040 0.114 0.068 -1.104
N -1.982 1.280 0.095 -0.219
N -1.598 -1.010 -0.073 -0.033
H 0.367 -1.716 -0.126 0.313
H 0.278 1.359 0.225 0.416
H 2.249 -0.943 0.536 0.320
H 2.610 0.953 0.401 0.378
H 2.489 -0.140 -0.915 0.376
H -2.466 2.127 0.206 0.228
H -2.146 -1.763 -0.350 0.259
```

**HOMO level (spin up / spin down)**: -11.39 / -16.02 eV
**Multiplicity**: 3
**Gap between HOMO and LUMO (spin up / spin down)**: 0.25875 / 0.28027 hartree
**LUMO (spin up / spin down)**: -4.35 / -8.39 eV
**Net charge**: +1

Relative energies, in hartree, with the most stable structure set to zero: one) 0.0649; two) 0.0000.